[1]
{"formula": "C48H53GeN2O2P2S2Zn", "method": "the ωB97M-V functional and the def2-TZVPD basis", "charge": 2, "multiplicity": 2, "total_energy_ha": -7455.742947, "e_above_lowest_kcal_mol": 24.0, "orbital_gap_ev": [7.3, 4.6], "homo_energy_ha": [-0.4528, -0.4511], "molar_mass_g_mol": 954.05, "species": ["Zn", "C", "C", "C", "C", "C", "O", "C", "N", "C", "C", "C", "C", "C", "C", "P", "C", "C", "C", "C", "C", "C", "C", "C", "C", "C", "C", "C", "H", "H", "H", "H", "H", "H", "H", "H", "H", "H", "H", "H", "H", "H", "H", "H", "H", "H", "H", "H", "H", "H", "H", "H", "S", "C", "N", "C", "C", "S", "H", "H", "H", "H", "H", "C", "C", "C", "C", "C", "C", "Ge", "C", "C", "C", "C", "C", "C", "C", "C", "C", "C", "C", "C", "H", "H", "H", "H", "H", "H", "H", "H", "H", "H", "H", "H", "H", "H", "H", "C", "P", "C", "C", "O", "H", "H", "H", "H", "H", "H", "H", "H", "H"], "xyz": [[-0.07545, -0.14645, -0.43240], [2.57240, -0.68506, -4.30625], [2.11298, -0.01455, -3.01174], [2.48761, 1.46504, -3.01412], [2.65910, -0.79024, -1.81154], [4.14787, -0.63620, -1.49021], [4.17613, -0.68012, -0.04775], [2.92060, -0.48736, 0.38843], [2.02313, -0.45039, -0.52606], [2.79527, -0.36785, 1.85699], [3.99014, -0.08458, 2.53077], [4.05054, -0.01162, 3.90963], [2.90207, -0.21495, 4.65666], [1.70833, -0.48040, 4.00905], [1.62734, -0.56542, 2.61761], [-0.04090, -0.91519, 1.96076], [-1.09156, 0.29976, 2.81692], [-0.73798, 1.57768, 2.58423], [-1.78125, 2.60660, 2.49970], [-3.12611, 2.41628, 3.22917], [-3.30825, 0.99073, 3.64091], [-2.40714, 0.02808, 3.40285], [-0.53204, -2.53622, 2.61250], [-1.82816, -2.95927, 2.30475], [-2.30878, -4.16063, 2.79999], [-1.49440, -4.96083, 3.59347], [-0.19473, -4.56219, 3.86783], [0.29421, -3.36091, 3.37029], [2.14982, -0.17298, -5.16991], [2.26545, -1.73194, -4.35095], [3.66056, -0.64467, -4.39414], [1.01707, -0.09231, -2.95124], [3.54600, 1.60398, -3.23993], [2.26917, 1.94356, -2.05848], [1.91518, 1.98369, -3.78297], [2.43192, -1.84749, -1.98939], [4.55835, 0.32225, -1.80835], [4.76668, -1.44076, -1.87725], [4.88642, 0.07452, 1.95019], [4.99480, 0.18665, 4.39781], [2.93319, -0.16702, 5.73706], [0.80586, -0.62071, 4.59126], [0.25562, 1.82320, 2.22132], [-1.41798, 3.63116, 2.54529], [-3.33796, 3.09449, 4.05795], [-4.22123, 0.75305, 4.17548], [-2.61766, -0.98069, 3.73231], [-2.45254, -2.33453, 1.67639], [-3.32132, -4.47575, 2.57992], [-1.86853, -5.89583, 3.98846], [0.43637, -5.18760, 4.48595], [1.31308, -3.06371, 3.58815], [-2.72658, -0.75435, -0.69532], [-3.08276, -2.14681, -1.54189], [-4.04484, -2.98785, -1.17543], [-4.20480, -4.22194, -1.93150], [-3.59394, -3.95708, -3.30359], [-2.36059, -2.62881, -3.04006], [-4.55938, -2.82088, -0.32466], [-5.25832, -4.48355, -2.01244], [-3.68888, -5.03763, -1.41708], [-4.32805, -3.59299, -4.01876], [-3.09337, -4.82938, -3.71418], [-0.53850, 4.19269, -5.18936], [0.23917, 4.82390, -4.22751], [0.32396, 4.29781, -2.94615], [-0.37870, 3.14149, -2.61235], [-1.15037, 2.51196, -3.58889], [-1.23022, 3.03103, -4.87296], [-0.38820, 2.41113, -0.78607], [0.94424, 3.42207, 0.29855], [0.61705, 4.64237, 0.89288], [1.56250, 5.36587, 1.60698], [2.85996, 4.88948, 1.72292], [3.20293, 3.68194, 1.13279], [2.24816, 2.95343, 0.43752], [-2.10507, 3.08791, -0.00445], [-2.60670, 2.34315, 1.14866], [-3.87660, 2.76143, 1.88631], [-4.18009, 4.19344, 1.64901], [-3.64148, 4.87667, 0.60566], [-2.68752, 4.29271, -0.29537], [-0.59898, 4.59868, -6.19061], [0.77940, 5.72659, -4.48248], [0.93928, 4.79016, -2.20031], [-1.68951, 1.60227, -3.33721], [-1.83304, 2.53397, -5.62209], [-0.38463, 5.04340, 0.78610], [1.29099, 6.30679, 2.06874], [3.60381, 5.46353, 2.25928], [4.21775, 3.31171, 1.21225], [2.52492, 2.00729, -0.00702], [-2.60698, 1.27470, 0.95533], [-4.77757, 2.16445, 1.71338], [-4.90937, 4.67269, 2.29354], [-3.92660, 5.90774, 0.43560], [-2.39139, 4.85842, -1.17286], [2.26925, -4.09922, 0.10027], [0.82792, -3.80548, -0.96457], [-0.25202, -5.20088, -0.57997], [1.35493, -4.03192, -2.69339], [0.15841, -2.47915, -0.73436], [2.83044, -4.96245, -0.25899], [1.90465, -4.30917, 1.10679], [2.92755, -3.23364, 0.14293], [0.29560, -6.13627, -0.70607], [-1.11660, -5.19357, -1.24292], [-0.58462, -5.10919, 0.45153], [2.43814, -4.13250, -2.76325], [1.02446, -3.16897, -3.26515], [0.90149, -4.93348, -3.10514]], "forces_ev_per_angstrom": [[0.0, -0.1, 0.2], [-0.1, 0.0, 0.1], [0.1, 0.1, 0.0], [-0.1, -0.1, 0.0], [0.1, -0.2, -0.1], [-0.2, 0.1, -0.2], [0.1, -0.1, 0.2], [-0.2, 0.0, -0.4], [-0.1, 0.2, 0.2], [0.2, 0.0, 0.3], [0.0, 0.0, -0.1], [0.0, 0.0, 0.0], [0.0, 0.0, 0.0], [0.0, 0.1, -0.1], [-0.1, 0.0, 0.1], [0.0, 0.1, -0.1], [0.2, 0.4, 0.0], [0.1, -0.3, 0.1], [0.1, 0.0, 0.2], [0.2, 0.0, 0.2], [-0.1, -0.1, -0.1], [-0.1, 0.0, 0.0], [0.0, -0.1, -0.2], [0.0, 0.0, 0.0], [0.0, 0.0, 0.0], [0.0, 0.0, -0.1], [0.0, -0.1, 0.0], [0.0, 0.1, 0.0], [0.0, 0.0, 0.0], [0.1, 0.0, 0.0], [0.0, 0.0, 0.0], [0.0, 0.0, 0.0], [0.0, 0.0, 0.0], [0.0, 0.0, -0.1], [0.0, 0.0, 0.0], [0.1, 0.1, 0.0], [0.0, 0.0, 0.0], [0.0, 0.0, 0.1], [0.0, 0.0, 0.0], [0.0, 0.1, 0.0], [0.0, 0.0, 0.0], [0.0, 0.0, 0.0], [0.0, 0.1, 0.0], [0.0, 0.0, -0.1], [0.0, 0.0, 0.0], [0.0, -0.1, 0.0], [0.0, 0.0, 0.0], [0.0, 0.0, 0.0], [0.0, 0.0, 0.0], [0.0, 0.0, 0.0], [0.0, 0.0, 0.0], [0.0, 0.0, 0.0], [0.3, 0.2, 0.0], [-0.4, -0.1, 0.1], [0.1, 0.0, -0.1], [0.0, -0.2, 0.0], [0.1, 0.2, -0.1], [0.1, -0.1, 0.0], [0.0, 0.1, 0.0], [0.0, 0.0, 0.0], [0.0, 0.0, 0.0], [0.0, 0.0, 0.0], [0.0, 0.0, 0.0], [0.0, -0.1, -0.1], [0.0, 0.0, -0.1], [-0.1, 0.0, 0.1], [-0.1, 0.0, 0.3], [0.0, -0.1, 0.1], [0.0, 0.0, 0.0], [0.4, -0.6, -0.1], [-0.4, 0.1, -0.2], [0.1, 0.0, 0.0], [0.0, 0.0, 0.0], [0.0, 0.0, 0.0], [0.0, 0.0, 0.0], [0.0, 0.0, 0.0], [0.4, -0.4, 0.4], [-0.5, 0.1, -0.6], [0.1, 0.2, -0.2], [-0.2, -0.4, 0.4], [0.4, 0.2, -0.4], [-0.6, 0.5, 0.1], [0.0, 0.0, 0.0], [0.0, 0.0, 0.0], [0.0, 0.0, 0.0], [0.0, 0.0, -0.1], [0.0, 0.0, 0.0], [0.0, 0.1, 0.0], [0.0, 0.0, 0.0], [0.0, 0.0, 0.0], [0.0, 0.0, 0.0], [0.0, 0.0, 0.0], [0.1, 0.0, 0.2], [0.0, 0.0, 0.0], [0.0, 0.1, 0.0], [-0.1, 0.0, 0.0], [0.0, 0.0, 0.0], [-0.3, 0.1, -0.1], [-0.1, -0.2, 0.1], [0.2, 0.2, -0.1], [0.0, -0.1, 0.3], [-0.1, 0.1, -0.1], [0.0, 0.0, 0.0], [0.0, 0.0, 0.0], [0.0, 0.1, -0.1], [0.0, 0.0, 0.0], [0.0, 0.0, 0.0], [-0.1, 0.0, 0.1], [0.0, 0.0, -0.1], [0.0, 0.0, -0.1], [0.0, 0.0, 0.0]]}

---

[2]
{"formula": "C48H54O26Si2", "method": "the ωB97M-V functional and the def2-TZVPD basis", "total_energy_ha": -4396.622064, "orbital_gap_ev": 7.8, "homo_energy_ha": -0.3487, "molar_mass_g_mol": 1103.11, "species": ["C", "C", "C", "C", "C", "C", "C", "C", "C", "Si", "C", "O", "C", "C", "O", "Si", "H", "H", "H", "H", "H", "H", "H", "H", "H", "H", "H", "H", "H", "H", "H", "H", "H", "H", "H", "H", "H", "H", "H", "H", "H", "H", "H", "H", "H", "H", "C", "C", "C", "O", "C", "C", "C", "O", "O", "O", "H", "H", "H", "H", "C", "C", "C", "O", "C", "C", "C", "O", "O", "O", "H", "H", "H", "H", "C", "C", "C", "O", "C", "C", "C", "O", "O", "O", "H", "H", "H", "H", "C", "C", "C", "O", "C", "C", "C", "O", "O", "O", "H", "H", "H", "H", "C", "C", "C", "O", "C", "C", "C", "O", "O", "O", "H", "H", "H", "H", "C", "C", "C", "O", "C", "C", "C", "O", "O", "O", "H", "H", "H", "H"], "xyz": [[1.36285, 3.23200, 2.66317], [2.24824, 2.17612, 2.02462], [1.79886, 1.80405, 0.61889], [2.25023, 2.81755, -0.44791], [3.09630, 2.24157, -1.58247], [2.55145, 0.95969, -2.19643], [3.21488, 0.62284, -3.52218], [4.64836, 0.05907, -3.46070], [5.06083, -0.58209, -2.12749], [4.45911, -2.33656, -1.95985], [2.61024, -2.57966, -2.21262], [1.89588, -2.54050, -0.98765], [0.48097, -2.51030, -1.15944], [-0.00846, -1.21620, -0.51129], [5.16616, -3.24952, -3.15683], [6.78957, -3.54616, -3.12562], [1.76187, 3.51198, 3.63574], [1.29436, 4.13342, 2.06170], [0.37351, 2.82395, 2.84549], [2.20654, 1.29177, 2.65354], [3.28559, 2.50420, 2.00341], [0.71398, 1.74660, 0.60554], [2.18815, 0.81629, 0.39822], [2.84771, 3.57694, 0.05264], [1.39557, 3.33915, -0.86988], [3.12053, 2.98524, -2.37749], [4.12463, 2.12500, -1.24362], [2.60985, 0.14063, -1.48730], [1.49099, 1.12313, -2.39026], [2.56122, -0.00547, -4.11704], [3.26822, 1.56414, -4.06662], [4.73347, -0.72765, -4.20898], [5.37158, 0.80904, -3.76100], [6.14878, -0.67208, -2.12521], [4.82310, 0.02063, -1.25803], [4.84372, -2.89083, -0.64164], [2.21563, -1.85438, -2.92515], [2.48385, -3.56397, -2.67320], [0.01161, -3.35844, -0.67055], [0.22642, -2.52857, -2.21681], [-0.03151, -0.39726, -1.22087], [0.70499, -1.01985, 0.27852], [-0.99410, -1.33797, -0.07938], [7.30086, -3.41076, -1.74470], [7.07199, -4.87856, -3.68610], [7.48236, -2.53035, -3.95140], [3.83156, -0.09148, 6.09318], [4.25105, -0.68511, 7.21912], [3.49764, -1.82961, 7.85101], [3.96859, -2.31169, 8.86431], [2.26839, -2.27926, 7.22604], [1.84672, -1.67985, 6.10372], [2.61499, -0.55145, 5.46319], [2.14781, -0.06721, 4.44613], [0.73647, -2.01286, 5.46761], [5.34258, -0.32908, 7.87197], [4.36197, 0.73143, 5.63550], [1.72704, -3.08897, 7.69390], [0.67525, -1.42297, 4.68969], [5.40587, -0.92729, 8.64369], [-5.41697, -4.78056, -2.18873], [-4.73576, -3.77144, -1.62696], [-3.26870, -3.87168, -1.29540], [-2.75137, -2.87760, -0.81995], [-2.57654, -5.11393, -1.57424], [-3.25692, -6.12551, -2.13247], [-4.72229, -6.01625, -2.48525], [-5.23806, -6.98822, -3.00790], [-2.71696, -7.29658, -2.42634], [-5.24449, -2.59594, -1.31903], [-6.46683, -4.71315, -2.43530], [-1.52799, -5.18544, -1.32237], [-3.43289, -7.83412, -2.82116], [-4.51842, -2.09122, -0.89358], [-6.54275, 2.63198, -0.24781], [-5.96744, 1.43356, -0.40413], [-5.67027, 0.52532, 0.76001], [-5.10919, -0.52353, 0.49861], [-6.02380, 0.96119, 2.09301], [-6.60892, 2.15743, 2.25248], [-6.91100, 3.06806, 1.08566], [-7.45363, 4.12769, 1.33644], [-6.96362, 2.64735, 3.42709], [-5.60998, 0.92957, -1.57560], [-6.75485, 3.29174, -1.07664], [-5.79201, 0.30796, 2.92189], [-7.36161, 3.52323, 3.24855], [-5.26362, 0.03462, -1.38713], [-1.60183, 1.87853, -4.90489], [-2.49721, 1.82290, -3.90982], [-2.29925, 2.55917, -2.60865], [-3.18131, 2.42452, -1.78103], [-1.09486, 3.34447, -2.42862], [-0.19478, 3.39458, -3.42194], [-0.39760, 2.66730, -4.73009], [0.47070, 2.78900, -5.57414], [0.93688, 4.07325, -3.34991], [-3.62641, 1.13591, -3.97186], [-1.73627, 1.35819, -5.84192], [-0.95607, 3.85774, -1.48764], [1.39228, 3.93672, -4.20489], [-4.09850, 1.30087, -3.12666], [-0.88904, -1.99032, -7.23840], [-1.78554, -2.49638, -6.37916], [-2.04893, -1.86775, -5.03426], [-2.88939, -2.38928, -4.32396], [-1.29176, -0.68891, -4.66001], [-0.39808, -0.18038, -5.52038], [-0.14513, -0.79862, -6.87281], [0.67533, -0.25418, -7.58687], [0.32180, 0.89885, -5.26516], [-2.50902, -3.57564, -6.62690], [-0.69344, -2.43343, -8.20431], [-1.48202, -0.25228, -3.68885], [0.88279, 1.05024, -6.05309], [-3.07519, -3.71325, -5.84179], [0.83443, 2.32721, 6.79775], [1.42488, 2.55145, 7.98043], [0.77657, 3.38872, 9.05524], [1.38819, 3.51968, 10.09947], [-0.51859, 3.98176, 8.78573], [-1.10980, 3.75737, 7.60380], [-0.47195, 2.90294, 6.53669], [-1.09652, 2.74429, 5.50456], [-2.28844, 4.25379, 7.26816], [2.61142, 2.06913, 8.31832], [1.28776, 1.73615, 6.01482], [-0.96852, 4.59042, 9.55691], [-2.47326, 3.92969, 6.36388], [2.78567, 2.39864, 9.22371]], "forces_ev_per_angstrom": [[0.3, -0.1, 0.3], [-0.4, -0.2, 0.1], [0.3, 0.4, 0.0], [0.1, -0.2, 0.2], [-0.2, 0.1, 0.0], [0.0, 0.3, -0.1], [0.3, 0.4, 0.0], [-0.2, -0.4, 0.1], [0.2, -0.2, -0.2], [-0.5, 0.0, 0.3], [0.0, -0.4, 0.1], [0.2, -0.1, -0.3], [-0.1, 0.9, 0.3], [-0.1, -0.6, 0.0], [0.3, 0.0, 0.3], [0.2, 0.1, -0.5], [0.0, 0.1, 0.2], [-0.1, 0.2, -0.1], [-0.3, 0.1, -0.1], [0.1, 0.0, 0.0], [0.2, 0.1, 0.0], [-0.2, -0.3, 0.0], [0.0, -0.2, -0.1], [0.0, 0.3, 0.0], [-0.1, 0.0, -0.1], [0.2, 0.2, -0.1], [0.2, -0.2, 0.0], [0.0, -0.2, 0.0], [-0.3, 0.0, 0.0], [0.0, -0.3, 0.0], [-0.1, 0.1, -0.3], [0.1, 0.0, -0.3], [0.1, 0.3, 0.1], [0.2, 0.0, 0.1], [-0.1, 0.1, 0.2], [0.0, 0.0, 0.0], [-0.1, 0.2, -0.1], [0.0, -0.2, -0.2], [0.2, -0.3, 0.1], [0.0, -0.2, -0.2], [0.1, 0.3, 0.0], [0.0, 0.4, 0.2], [-0.2, 0.0, 0.0], [0.0, -0.1, 0.0], [0.0, -0.1, 0.1], [0.0, 0.0, 0.0], [0.0, 0.0, -0.2], [0.0, 0.1, -0.1], [-0.3, -0.2, -0.1], [0.1, 0.1, 0.0], [0.1, 0.0, 0.1], [0.0, -0.1, 0.1], [0.3, 0.2, 0.1], [-0.2, -0.2, 0.1], [-0.1, 0.0, -0.1], [0.1, 0.0, 0.1], [0.0, 0.0, 0.0], [0.0, 0.0, 0.0], [0.0, 0.0, 0.0], [0.0, 0.0, 0.0], [-0.1, -0.1, -0.1], [0.0, 0.1, -0.1], [0.3, -0.3, -0.2], [0.0, 0.0, 0.1], [0.1, 0.1, 0.1], [0.1, 0.1, 0.1], [-0.3, 0.3, 0.0], [0.1, -0.1, 0.0], [0.0, -0.1, 0.0], [-0.2, 0.0, -0.1], [0.0, 0.0, 0.0], [0.0, 0.0, 0.0], [0.0, 0.0, 0.0], [0.0, 0.0, 0.1], [-0.1, 0.1, 0.0], [-0.1, 0.2, -0.1], [0.1, 0.2, 0.3], [0.0, -0.1, 0.0], [0.0, -0.2, 0.0], [0.1, -0.1, 0.0], [0.1, 0.0, -0.3], [0.0, 0.0, 0.1], [-0.1, 0.1, 0.1], [-0.1, -0.2, -0.2], [0.0, 0.0, 0.0], [0.0, 0.0, 0.0], [0.0, 0.0, 0.0], [0.0, 0.0, 0.0], [-1.5, 2.1, 0.2], [0.0, 0.7, -0.4], [0.2, -0.1, 0.0], [0.1, 0.2, 0.2], [-0.1, 0.0, 0.2], [-0.1, -0.1, 0.1], [-0.9, 1.9, 0.1], [0.1, 5.4, -0.3], [0.1, 0.1, -0.1], [-0.2, -0.2, 0.1], [-0.6, 0.7, 0.2], [0.0, 0.0, 0.0], [-0.1, 0.0, -0.1], [0.0, 0.0, 0.0], [0.1, 0.1, -0.1], [0.1, 0.0, -0.1], [0.2, 0.4, 0.2], [-0.1, -0.2, 0.0], [0.1, -0.9, 0.2], [0.9, -1.5, 0.4], [-0.2, -0.2, -0.2], [0.1, 0.1, 0.1], [1.6, -8.0, -0.3], [-0.1, -0.1, 0.0], [0.0, 0.0, 0.0], [0.1, -0.4, -0.1], [0.1, 0.0, 0.0], [0.0, 0.0, 0.0], [-0.1, 0.0, -0.1], [0.0, -0.1, -0.2], [-0.3, 0.2, 0.0], [0.1, -0.1, 0.0], [0.1, 0.0, 0.1], [0.0, 0.1, 0.1], [0.3, -0.2, 0.0], [-0.1, 0.1, 0.0], [-0.1, 0.0, -0.1], [0.1, 0.0, 0.1], [0.0, 0.0, 0.0], [0.0, 0.0, 0.0], [0.0, 0.0, 0.0], [0.0, 0.0, 0.0]]}

---

> Which formula does entry 1 have?

C48H53GeN2O2P2S2Zn